The following is a DFT calculation (ωB97M-V with the def2-TZVPD basis set) of a structure of composition C7H10Br2O at a distorted geometry.

Results
energy above the lowest of the compared OMol25 structures with the same formula, charge and spin = 63.8 kcal/mol
E_HOMO (alpha / beta) = -7.74 / -7.74 eV

Atoms and positions in Å:
C  -1.318  0.301  0.944
C  -0.244  -1.407  0.447
C  -0.457  0.033  -1.383
C  -1.362  -0.616  -0.253
C  0.261  0.052  0.835
C  0.566  0.608  -0.473
C  2.991  -0.080  -0.809
O  0.954  1.888  -0.680
Br  3.534  -1.616  0.244
Br  3.742  1.512  -0.044
H  -1.700  1.323  1.011
H  -1.593  -0.236  1.825
H  -0.673  -2.054  1.167
H  0.432  -2.108  -0.050
H  -0.022  -0.602  -2.101
H  -0.929  0.844  -1.878
H  -2.389  -1.125  -0.438
H  0.976  0.305  1.667
H  3.426  -0.155  -1.801
H  1.493  2.071  0.063

The following is a DFT calculation (ωB97M-V with the def2-TZVPD basis set) of an isolated molecule of C7H8S at a distorted geometry.

Results
energy above the lowest of the compared OMol25 structures with the same formula, charge and spin = 83.0 kcal/mol
SMILES = C=C=C=C/C(C)=C\S
E_HOMO = -7.81 eV

Atoms and positions in Å:
C  -3.758  -0.357  -0.301
C  -2.536  0.093  0.097
C  -1.257  0.232  0.246
C  -0.065  0.763  0.271
C  1.060  -0.107  -0.061
C  2.382  0.649  -0.160
C  1.059  -1.464  -0.156
S  -0.222  -2.597  0.100
H  -3.935  -1.248  -0.868
H  -4.455  0.402  -0.176
H  0.336  1.729  0.782
H  3.259  0.200  -0.666
H  2.749  0.814  0.858
H  2.128  1.582  -0.563
H  1.923  -1.996  -0.487
H  -1.172  -1.939  0.758

The following is a DFT calculation (ωB97M-V with the def2-TZVPD basis set) of a cluster of 2 separate species, C3N3O2P in total at a distorted geometry.

Results
energy above the lowest of the compared OMol25 structures with the same formula, charge and spin = 60.2 kcal/mol
E_HOMO (alpha / beta) = -9.93 / -9.93 eV

Atoms and positions in Å:
C  -0.596  2.239  0.364
C  -0.075  -0.779  -1.628
C  1.328  -1.239  0.981
N  -1.053  3.209  -0.113
N  0.026  -0.375  -2.695
N  2.244  -1.657  1.570
O  -1.555  -1.495  0.571
O  -0.068  1.228  0.848
P  -0.250  -1.131  0.102

The following is a DFT calculation (ωB97M-V with the def2-TZVPD basis set) of the ion C6H13N with charge -1 at a distorted geometry.

Results
energy above the lowest of the compared OMol25 structures with the same formula, charge and spin = 39.8 kcal/mol
total charge = -1
multiplicity = 2
E_HOMO (alpha / beta) = 0.05 / -1.21 eV

Atoms and positions in Å:
C  1.017  0.452  1.327
C  -0.125  -0.484  0.981
C  -0.244  -0.551  -0.566
C  -1.027  0.492  -1.161
C  -2.041  0.274  -2.197
C  0.920  -1.239  -1.232
N  1.146  0.894  2.773
H  1.944  -0.040  1.007
H  0.968  1.392  0.776
H  -1.088  -0.168  1.371
H  0.139  -1.476  1.359
H  -0.798  1.451  -0.692
H  -3.000  -0.222  -1.862
H  -2.406  1.148  -2.749
H  -1.604  -0.424  -2.938
H  1.752  -0.590  -1.576
H  1.389  -2.009  -0.588
H  0.593  -1.804  -2.114
H  1.418  1.877  2.740
H  1.918  0.427  3.225

The following is a DFT calculation (ωB97M-V with the def2-TZVPD basis set) of an isolated molecule of C19H24N2O2 at a distorted geometry.

Results
energy above the lowest of the compared OMol25 structures with the same formula, charge and spin = 85.3 kcal/mol
SMILES = CCCCNCCC/C=N/c1ccc(C(=O)O)c2ccccc12
E_HOMO = -7.76 eV

Atoms and positions in Å:
C  -0.974  -2.737  0.129
C  -1.250  -1.936  1.316
C  -0.027  -1.130  1.912
C  -0.421  -0.231  3.145
N  -1.445  0.754  2.766
C  -1.595  2.145  3.131
C  -2.453  2.853  2.078
C  -1.638  3.393  0.926
C  -1.417  2.291  -0.074
N  -0.118  2.123  -0.382
C  0.278  1.081  -1.208
C  -0.646  0.571  -2.195
C  -0.375  -0.442  -3.042
C  0.838  -1.146  -2.958
C  1.059  -2.162  -3.981
O  1.998  -1.918  -4.747
O  0.034  -2.895  -4.382
C  1.828  -0.647  -2.037
C  3.030  -1.330  -1.939
C  4.025  -1.002  -0.990
C  3.632  0.065  -0.127
C  2.438  0.830  -0.227
C  1.522  0.454  -1.206
H  -1.888  -2.948  -0.492
H  -0.301  -3.578  0.299
H  -0.373  -2.146  -0.454
H  -1.959  -1.149  0.922
H  -1.771  -2.545  2.066
H  0.750  -1.776  2.286
H  0.412  -0.418  1.151
H  0.450  0.315  3.564
H  -0.723  -0.898  3.984
H  -1.676  0.664  1.781
H  -0.620  2.572  3.167
H  -2.149  2.174  4.058
H  -2.947  3.788  2.470
H  -3.223  2.138  1.801
H  -2.276  4.114  0.368
H  -0.652  3.686  1.313
H  -2.270  1.698  -0.377
H  -1.571  1.142  -2.412
H  -1.075  -0.819  -3.715
H  0.564  -3.406  -5.072
H  3.365  -2.026  -2.694
H  4.927  -1.533  -0.964
H  4.406  0.275  0.628
H  2.272  1.687  0.417

The following is a DFT calculation (ωB97M-V with the def2-TZVPD basis set) of a structure of composition C2H2F3NO at a distorted geometry.

Results
energy above the lowest of the compared OMol25 structures with the same formula, charge and spin = 121.7 kcal/mol
E_HOMO (alpha / beta) = -9.68 / -9.68 eV

Atoms and positions in Å:
C  -0.129  -0.340  -0.822
C  0.686  0.299  0.860
N  -1.328  0.287  -1.025
O  -2.184  0.144  -0.188
F  0.815  -0.238  -1.836
F  1.856  0.769  0.772
F  0.625  -0.794  1.611
H  -0.297  -1.323  -0.597
H  -0.045  1.197  1.225

The following is a DFT calculation (ωB97M-V with the def2-TZVPD basis set) of a structure of composition C5H7N at a distorted geometry.

Results
energy above the lowest of the compared OMol25 structures with the same formula, charge and spin = 162.8 kcal/mol
E_HOMO (alpha / beta) = -9.04 / -9.04 eV

Atoms and positions in Å:
C  -0.360  -1.944  -0.255
C  1.424  -0.304  0.175
C  0.193  -1.054  0.814
C  0.024  -0.006  -0.265
C  -1.084  2.068  -0.346
N  -0.370  -1.071  -1.195
H  -0.543  -2.963  -0.206
H  1.930  0.370  0.716
H  2.108  -0.751  -0.392
H  0.019  -1.109  1.959
H  -1.719  1.697  -1.072
H  -0.449  2.862  -0.602
H  -1.171  2.205  0.669

The following is a DFT calculation (ωB97M-V with the def2-TZVPD basis set) of a structure of composition C36H34BBiCl2N8O5SSe.

Results
energy above the lowest of the compared OMol25 structures with the same formula, charge and spin = 0.0 kcal/mol
total charge = -2
E_HOMO = -2.99 eV

Atoms and positions in Å:
Bi  -0.349  -0.656  -0.746
C  -5.131  -1.286  1.909
C  -4.292  -0.503  1.098
N  -3.026  -0.880  1.209
N  -3.022  -1.916  2.071
C  -4.272  -2.181  2.506
B  -1.782  -2.746  2.444
N  -1.335  -3.614  1.237
C  -1.792  -4.861  1.031
C  -1.192  -5.365  -0.100
C  -0.353  -4.328  -0.527
N  -0.425  -3.276  0.287
N  -0.623  -1.872  2.959
C  -0.146  -1.879  4.221
C  0.873  -0.953  4.299
C  0.943  -0.421  2.997
N  0.039  -0.978  2.205
H  -6.203  -1.219  2.010
H  -4.578  0.277  0.410
H  -4.456  -2.986  3.200
H  -2.114  -3.494  3.335
H  -2.524  -5.294  1.695
H  -1.343  -6.326  -0.564
H  0.302  -4.304  -1.381
H  -0.561  -2.535  4.970
H  1.474  -0.708  5.159
H  1.609  0.331  2.602
O  1.192  0.978  -1.194
C  1.718  1.375  -2.424
C  0.803  2.246  -3.300
C  -0.609  1.664  -3.542
C  -1.535  2.151  -2.461
C  -2.340  3.271  -2.673
C  -2.969  3.875  -1.602
C  -2.781  3.360  -0.327
C  -2.025  2.209  -0.201
N  -1.440  1.617  -1.241
H  1.115  1.935  0.374
H  2.019  0.508  -3.027
H  2.638  1.960  -2.247
H  1.313  2.366  -4.263
H  0.714  3.240  -2.851
H  -0.567  0.577  -3.569
H  -1.000  1.986  -4.505
H  -2.465  3.647  -3.680
H  -3.589  4.751  -1.754
H  -3.226  3.823  0.544
H  -1.888  1.723  0.761
Cl  2.556  -1.682  0.388
C  3.438  -1.967  -1.069
C  4.809  -2.130  -0.948
C  5.587  -2.390  -2.061
C  4.977  -2.479  -3.301
C  3.607  -2.314  -3.409
Cl  2.925  -2.433  -5.003
C  2.766  -2.056  -2.302
S  1.041  -1.909  -2.572
H  5.254  -2.057  0.036
H  6.657  -2.527  -1.966
H  5.555  -2.675  -4.196
N  0.990  2.322  1.332
C  1.239  3.553  1.453
C  1.722  4.413  0.322
C  3.053  4.819  0.274
C  3.527  5.553  -0.803
C  2.666  5.911  -1.833
C  1.334  5.525  -1.780
C  0.864  4.771  -0.713
C  1.050  4.219  2.785
C  1.002  3.443  3.943
C  0.774  4.035  5.175
C  0.579  5.409  5.266
C  0.623  6.186  4.119
C  0.864  5.595  2.885
H  3.719  4.546  1.086
H  4.570  5.843  -0.844
H  3.035  6.469  -2.684
H  0.658  5.795  -2.583
H  -0.169  4.446  -0.684
H  1.123  2.373  3.846
H  0.729  3.421  6.066
H  0.389  5.870  6.228
H  0.456  7.255  4.184
H  0.899  6.202  1.988
O  -3.902  -0.048  -1.623
Se  -3.283  -0.982  -2.791
O  -3.216  -0.222  -4.221
O  -1.614  -1.252  -2.370
O  -3.945  -2.451  -2.877

The following is a DFT calculation (ωB97M-V with the def2-TZVPD basis set) of an isolated molecule of C5H6N2 at a distorted geometry.

Results
energy above the lowest of the compared OMol25 structures with the same formula, charge and spin = 109.0 kcal/mol
SMILES = C1=CC12CCN=N2
E_HOMO = -9.00 eV

Atoms and positions in Å:
C  -2.043  -0.237  0.678
C  -1.950  -0.250  -0.628
C  -0.572  -0.358  0.077
C  0.519  0.796  -0.002
C  1.760  -0.073  0.003
N  1.387  -1.382  -0.002
N  0.159  -1.573  -0.006
H  -2.550  -0.193  1.587
H  -2.308  -0.087  -1.699
H  0.506  1.617  0.907
H  0.427  1.490  -0.918
H  2.320  0.174  -0.834
H  2.346  0.076  0.836

The following is a DFT calculation (ωB97M-V with the def2-TZVPD basis set) of a structure of composition C24H48O14Zr2 at a distorted geometry.

Results
energy above the lowest of the compared OMol25 structures with the same formula, charge and spin = 57.4 kcal/mol
total charge = +4
E_HOMO = -18.23 eV

Atoms and positions in Å:
Zr  1.521  -1.119  3.740
Zr  -2.164  -1.045  1.665
O  0.183  0.552  3.815
C  -0.791  1.555  4.062
C  -2.182  1.251  3.462
O  -2.818  -0.052  3.511
H  -0.520  2.610  3.977
H  -0.985  1.551  5.146
H  -2.108  1.408  2.384
H  -2.935  1.894  3.918
O  2.059  -0.670  1.766
C  1.874  0.355  0.818
C  0.540  0.345  0.006
O  -0.689  -0.003  0.583
H  2.741  0.334  0.148
H  2.103  1.296  1.338
H  0.748  -0.434  -0.734
H  0.488  1.270  -0.573
O  -1.342  -2.883  0.424
C  -0.710  -3.715  -0.263
O  -0.944  -4.983  -0.345
C  -2.059  -5.593  0.299
C  -3.380  -5.470  -0.450
C  0.440  -3.305  -1.128
H  -2.176  -5.244  1.333
H  -1.804  -6.643  0.438
H  -3.260  -5.955  -1.423
H  -3.636  -4.443  -0.713
H  -4.162  -6.012  0.074
H  0.523  -3.781  -2.103
H  1.327  -3.706  -0.622
H  0.474  -2.227  -1.216
O  3.198  -1.691  -1.443
C  3.659  -0.938  -2.293
O  3.020  -0.448  -3.330
C  1.694  -0.804  -3.684
C  1.226  0.017  -4.859
C  5.087  -0.455  -2.256
H  1.030  -0.777  -2.814
H  1.756  -1.850  -4.007
H  0.237  -0.332  -5.170
H  1.831  -0.153  -5.749
H  1.175  1.093  -4.699
H  5.292  0.172  -1.385
H  5.236  0.130  -3.160
H  5.835  -1.238  -2.144
O  0.739  4.708  -1.872
C  -0.164  4.073  -1.411
O  -1.071  3.413  -2.135
C  -0.996  3.361  -3.562
C  -2.436  3.297  -4.081
C  -0.580  4.090  0.040
H  -0.471  2.459  -3.877
H  -0.565  4.251  -4.014
H  -2.930  2.328  -3.982
H  -2.431  3.468  -5.161
H  -3.060  4.091  -3.677
H  -1.443  4.737  0.196
H  0.209  4.452  0.697
H  -0.882  3.084  0.344
O  2.870  0.749  4.565
C  3.490  1.828  4.663
O  4.114  2.215  5.719
C  4.436  1.321  6.808
C  5.276  2.044  7.840
C  3.434  2.942  3.647
H  4.987  0.443  6.465
H  3.529  0.955  7.296
H  5.485  1.278  8.592
H  4.734  2.804  8.401
H  6.204  2.437  7.436
H  3.409  2.491  2.654
H  4.325  3.553  3.747
H  2.512  3.510  3.766
O  -2.919  -1.239  -0.743
C  -3.143  -0.981  -1.941
O  -4.230  -1.210  -2.594
C  -5.290  -2.031  -2.040
C  -6.243  -2.324  -3.189
C  -2.084  -0.323  -2.752
H  -5.837  -1.478  -1.272
H  -4.909  -2.932  -1.564
H  -5.732  -2.712  -4.071
H  -6.722  -1.425  -3.583
H  -7.041  -2.986  -2.859
H  -2.389  -0.035  -3.752
H  -1.266  -1.049  -2.851
H  -1.554  0.480  -2.237

The following is a DFT calculation (ωB97M-V with the def2-TZVPD basis set) of a structure of composition C17H39BCoO4PS3.

Results
energy above the lowest of the compared OMol25 structures with the same formula, charge and spin = 0.0 kcal/mol
total charge = +1
multiplicity = 2
E_HOMO (alpha / beta) = -10.51 / -11.03 eV

Atoms and positions in Å:
Co  0.850  -0.055  0.679
C  2.403  -1.716  2.954
C  1.920  -2.887  2.100
S  0.821  -2.419  0.716
C  1.878  -2.848  -0.718
C  2.032  -1.746  -1.765
S  2.167  -0.057  -1.142
C  3.841  0.015  -0.439
C  4.021  -0.702  0.890
S  2.744  -0.176  2.073
H  3.283  -2.009  3.529
H  1.633  -1.432  3.672
H  1.368  -3.582  2.732
H  2.754  -3.449  1.683
H  1.437  -3.721  -1.196
H  2.846  -3.152  -0.327
H  1.144  -1.696  -2.390
H  2.892  -1.957  -2.402
H  4.027  1.084  -0.315
H  4.553  -0.355  -1.179
H  5.001  -0.467  1.305
H  3.959  -1.780  0.768
C  -0.422  3.018  -1.230
P  0.865  3.421  -0.050
C  0.336  4.902  0.815
C  2.307  3.881  -1.017
O  1.162  2.291  0.903
H  -0.671  3.877  -1.853
H  -1.307  2.682  -0.686
H  -0.073  2.200  -1.862
H  0.157  5.720  0.117
H  1.106  5.198  1.527
H  -0.585  4.690  1.360
H  2.083  4.720  -1.677
H  2.616  3.028  -1.623
H  3.120  4.160  -0.346
C  -2.447  -2.080  -2.940
C  -2.189  -0.783  -2.197
C  -2.343  0.397  -3.145
O  -0.812  -0.787  -1.726
B  -0.764  -0.208  -0.463
O  -2.039  0.081  -0.017
C  -2.985  -0.616  -0.870
C  -3.288  -1.945  -0.189
C  -4.248  0.213  -0.986
H  -1.850  -2.104  -3.852
H  -3.498  -2.155  -3.226
H  -2.189  -2.947  -2.335
H  -1.595  0.316  -3.935
H  -2.199  1.345  -2.628
H  -3.330  0.404  -3.607
H  -2.382  -2.544  -0.073
H  -4.023  -2.525  -0.747
H  -3.693  -1.747  0.803
H  -4.036  1.224  -1.329
H  -4.732  0.278  -0.012
H  -4.950  -0.252  -1.682
C  -1.431  -1.159  3.371
C  -0.760  0.183  3.530
O  -0.350  0.645  2.240
H  -1.839  -1.491  4.325
H  -0.731  -1.920  3.020
H  -2.237  -1.081  2.643
H  0.101  0.129  4.205
H  -1.463  0.908  3.947
H  0.034  1.537  2.269

The following is a DFT calculation (ωB97M-V with the def2-TZVPD basis set) of a cluster of 2 separate species, C14H20B2F2NO8P in total at a distorted geometry.

Results
E_HOMO = -8.98 eV

Atoms and positions in Å:
C  3.322  -0.384  1.034
C  3.532  1.109  0.786
O  3.330  1.489  -0.587
B  2.098  1.701  -1.072
O  1.875  1.581  -2.434
C  0.892  2.290  -0.181
C  0.921  3.642  0.161
C  -0.087  4.214  0.923
C  0.005  5.668  1.246
O  0.688  6.076  2.112
O  -0.698  6.495  0.470
C  -1.124  3.408  1.374
C  -1.129  2.073  1.009
N  -0.153  1.552  0.241
P  -0.164  -0.199  -0.281
C  -1.504  -0.297  -1.524
C  -0.971  -0.027  -2.936
C  -0.806  -1.156  1.128
C  -2.327  -1.084  1.378
H  2.844  -0.875  0.196
H  2.773  -0.537  1.956
H  4.285  -0.863  1.166
H  4.572  1.322  0.996
H  2.959  1.727  1.476
H  2.067  2.420  -2.871
H  1.741  4.256  -0.179
H  -1.290  6.007  -0.117
H  -1.913  3.822  1.977
H  -1.933  1.440  1.342
H  -2.285  0.419  -1.266
H  -1.914  -1.304  -1.493
H  -0.819  1.037  -3.084
H  -1.665  -0.408  -3.675
H  -0.004  -0.495  -3.074
H  -0.569  -2.187  0.875
H  -0.253  -0.936  2.036
H  -2.821  -1.985  1.033
H  -2.790  -0.261  0.845
H  -2.507  -1.007  2.445
B  -0.159  -6.375  -0.830
O  -0.791  -6.329  0.532
C  -1.540  -5.260  0.632
O  -2.171  -4.903  1.594
C  -1.461  -4.492  -0.693
O  -2.032  -3.447  -0.914
O  -0.677  -5.129  -1.510
F  -0.565  -7.495  -1.519
F  1.216  -6.311  -0.725